## 1
{"formula": "C3H6O3", "method": "ωB97M-V/def2-TZVPD", "symbols": ["C", "C", "O", "H", "H", "H", "H", "C", "O", "O", "H", "H"], "positions_angstrom": [[-1.69, 0.19, -0.70], [-1.23, 0.70, 0.64], [-0.32, 1.50, 0.78], [-1.81, 0.33, 1.51], [-1.79, -0.90, -0.65], [-0.96, 0.45, -1.47], [-2.66, 0.64, -0.94], [1.96, -0.52, 0.56], [2.75, -0.26, -0.49], [1.13, -1.41, 0.53], [2.45, -0.89, -1.18], [2.18, 0.15, 1.40]], "mulliken_charge": [-0.87, 0.19, -0.50, 0.32, 0.28, 0.25, 0.34, 0.27, -0.42, -0.54, 0.33, 0.35], "homo_lumo_gap_ev": 10.834, "homo_ev": -9.982, "smiles": "CC=O.O=CO", "spin_multiplicity": 1}

## 2
{"formula": "C3H6O3", "method": "ωB97M-V/def2-TZVPD", "symbols": ["O", "C", "C", "O", "C", "O", "H", "H", "H", "H", "H", "H"], "positions_angstrom": [[-0.42, 1.03, 0.14], [-0.64, -0.37, 0.24], [0.08, -0.98, 1.43], [-0.26, 0.64, -2.84], [0.57, 1.30, -2.34], [1.43, 1.94, -1.88], [0.50, 1.21, 0.38], [-0.33, -0.87, -0.69], [-1.72, -0.49, 0.33], [-0.17, -2.04, 1.54], [-0.20, -0.46, 2.36], [1.17, -0.91, 1.31]], "mulliken_charge": [-0.55, -0.11, -1.14, -0.40, 0.86, -0.44, 0.32, 0.22, 0.26, 0.35, 0.29, 0.35], "homo_lumo_gap_ev": 11.233, "homo_ev": -10.584, "smiles": "O=C=O.CCO", "spin_multiplicity": 1}

The energy of each structure relative to the most stable one, in hartree, is as follows: 1 0.0330; 2 0.0000.

## 1
{"formula": "C3H6O3", "method": "ωB97M-V/def2-TZVPD", "symbols": ["C", "C", "O", "H", "H", "H", "H", "O", "C", "O", "H", "H"], "positions_angstrom": [[-0.64, -2.25, 1.12], [0.28, -1.29, 1.05], [0.52, -0.56, -0.10], [-0.63, -3.05, 1.85], [-1.49, -2.18, 0.46], [1.16, -1.29, 1.67], [0.09, -1.05, -0.82], [0.78, 1.99, -2.14], [0.22, 2.64, -1.31], [-0.42, 2.11, -0.26], [0.22, 3.74, -1.34], [-0.08, 1.19, -0.18]], "mulliken_charge": [-0.71, 0.14, -0.52, 0.23, 0.24, 0.28, 0.29, -0.49, 0.18, -0.44, 0.35, 0.45], "homo_lumo_gap_ev": 10.641, "homo_ev": -9.884, "smiles": "C=CO.O=CO", "spin_multiplicity": 1}

## 2
{"formula": "C3H6O3", "method": "ωB97M-V/def2-TZVPD", "symbols": ["C", "C", "C", "O", "O", "O", "H", "H", "H", "H", "H", "H"], "positions_angstrom": [[0.39, 1.22, -0.99], [-0.24, 0.99, 0.40], [1.27, 0.60, -0.01], [-0.68, -2.21, 1.17], [-0.86, -1.98, -0.23], [2.38, 0.54, 0.37], [-0.92, -2.88, -0.59], [0.09, 0.59, -1.81], [0.57, 2.25, -1.29], [-1.07, 0.30, 0.38], [-0.35, 1.85, 1.05], [-0.60, -1.26, 1.54]], "mulliken_charge": [-0.41, -0.74, 0.52, -0.34, -0.32, -0.46, 0.30, 0.23, 0.26, 0.32, 0.27, 0.36], "homo_lumo_gap_ev": 9.792, "homo_ev": -9.089, "smiles": "O=C1CC1.OO", "spin_multiplicity": 1}

## 3
{"formula": "C3H6O3", "method": "ωB97M-V/def2-TZVPD", "symbols": ["C", "C", "C", "O", "O", "O", "H", "H", "H", "H", "H", "H"], "positions_angstrom": [[-0.90, 1.09, -0.04], [0.95, -0.33, 0.91], [-0.04, -0.17, -0.18], [-1.26, 1.65, -1.04], [-1.01, -1.20, 0.01], [0.46, -0.19, -1.60], [-1.28, 1.41, 0.95], [1.46, 0.59, 1.16], [0.42, -0.73, 1.88], [1.78, -1.04, 0.48], [-0.64, -1.73, -0.65], [0.08, 0.65, -1.90]], "mulliken_charge": [-0.12, -1.24, 1.02, -0.49, -0.49, -0.60, 0.34, 0.33, 0.29, 0.30, 0.33, 0.35], "homo_lumo_gap_ev": 11.118, "homo_ev": -10.393, "smiles": "CC(O)(O)C=O", "spin_multiplicity": 1}

## 4
{"formula": "C3H6O3", "method": "ωB97M-V/def2-TZVPD", "symbols": ["O", "C", "C", "O", "C", "O", "H", "H", "H", "H", "H", "H"], "positions_angstrom": [[1.54, 0.93, 0.39], [0.55, 0.98, -0.59], [-0.83, 0.58, -0.11], [-1.12, -0.84, -0.01], [-0.32, -1.74, 0.51], [0.82, -1.61, 0.91], [1.56, 0.01, 0.72], [0.81, 0.42, -1.50], [0.46, 2.04, -0.87], [-1.58, 0.91, -0.84], [-1.04, 1.04, 0.85], [-0.84, -2.70, 0.53]], "mulliken_charge": [-0.55, -0.43, -0.38, -0.30, 0.22, -0.59, 0.45, 0.28, 0.34, 0.28, 0.30, 0.37], "homo_lumo_gap_ev": 11.083, "homo_ev": -10.269, "smiles": "O=COCCO", "spin_multiplicity": 1}

The energy of each structure relative to the most stable one, in hartree, is as follows: 1 0.0235; 2 0.1819; 3 0.0346; 4 0.0000.

## 1
{"formula": "C3H6O3", "method": "ωB97M-V/def2-TZVPD", "symbols": ["O", "C", "O", "C", "C", "O", "H", "H", "H", "H", "H", "H"], "positions_angstrom": [[1.60, 0.38, 1.29], [0.48, 0.02, 1.04], [-0.56, 0.24, 1.87], [0.08, -0.65, -0.25], [-0.44, 0.37, -1.28], [-1.01, -0.31, -2.38], [-0.23, 0.82, 2.57], [-0.70, -1.38, -0.08], [1.01, -1.05, -0.66], [0.35, 1.07, -1.52], [-1.24, 0.97, -0.85], [-0.35, -0.45, -3.06]], "mulliken_charge": [-0.54, 0.56, -0.45, -0.31, -0.60, -0.51, 0.33, 0.30, 0.26, 0.33, 0.32, 0.32], "homo_lumo_gap_ev": 11.198, "homo_ev": -10.487, "smiles": "O=C(O)CCO", "spin_multiplicity": 1}

## 2
{"formula": "C3H6O3", "method": "ωB97M-V/def2-TZVPD", "symbols": ["C", "C", "C", "O", "O", "O", "H", "H", "H", "H", "H", "H"], "positions_angstrom": [[-0.58, -0.24, -1.25], [-0.39, 0.34, 0.94], [0.72, 0.04, 0.15], [0.43, 0.51, 2.47], [-0.09, -1.38, -1.89], [1.84, -0.26, -0.02], [1.12, 1.19, 2.43], [0.87, -1.33, -1.95], [-0.43, 0.68, -1.83], [-1.64, -0.38, -1.08], [-0.84, 1.32, 0.79], [-1.00, -0.49, 1.25]], "mulliken_charge": [-0.60, -0.30, 0.70, -0.66, -0.51, -0.42, 0.28, 0.31, 0.33, 0.33, 0.25, 0.29], "homo_lumo_gap_ev": 8.857, "homo_ev": -8.440, "spin_multiplicity": 1}

The energy of each structure relative to the most stable one, in hartree, is as follows: 1 0.0000; 2 0.1605.

## 1
{"formula": "C3H6O3", "method": "ωB97M-V/def2-TZVPD", "symbols": ["O", "C", "C", "O", "C", "O", "H", "H", "H", "H", "H", "H"], "positions_angstrom": [[0.17, 1.23, -1.19], [0.50, 0.91, 0.15], [-0.28, -0.35, 0.56], [-1.62, -0.19, 0.20], [0.34, -1.61, -0.03], [-0.25, -2.41, -0.70], [-0.27, 2.08, -1.20], [0.23, 1.72, 0.83], [1.59, 0.75, 0.23], [-0.22, -0.46, 1.65], [-1.59, 0.07, -0.73], [1.42, -1.75, 0.23]], "mulliken_charge": [-0.56, -0.53, 0.19, -0.55, -0.10, -0.45, 0.33, 0.32, 0.31, 0.36, 0.38, 0.30], "homo_lumo_gap_ev": 10.344, "homo_ev": -9.796, "smiles": "O=C[C@H](O)CO", "spin_multiplicity": 1}

## 2
{"formula": "C3H6O3", "method": "ωB97M-V/def2-TZVPD", "symbols": ["C", "C", "C", "H", "H", "H", "H", "H", "H", "O", "O", "O"], "positions_angstrom": [[-0.82, 0.91, 0.38], [-0.45, -0.14, -0.61], [1.07, -0.51, -0.12], [-1.95, 1.01, 0.37], [-0.49, 1.80, 0.48], [-1.01, 0.58, 1.21], [-0.17, 0.09, -1.47], [-1.33, -1.71, 0.62], [2.96, 0.23, -0.35], [-1.09, -1.35, -0.56], [1.92, 0.44, -0.52], [1.37, -1.37, 0.57]], "mulliken_charge": [-1.84, -0.03, 0.56, 0.40, 0.52, 0.68, 0.62, 0.39, 0.36, -0.65, -0.51, -0.50], "homo_lumo_gap_ev": 10.006, "homo_ev": -9.509, "spin_multiplicity": 1}

## 3
{"formula": "C3H6O3", "method": "ωB97M-V/def2-TZVPD", "symbols": ["C", "C", "C", "H", "H", "H", "H", "H", "H", "O", "O", "O"], "positions_angstrom": [[1.44, -0.41, 0.04], [0.30, -0.49, 0.99], [-0.88, -0.11, 0.23], [2.05, 1.51, -0.21], [1.55, -1.35, -0.60], [2.25, -0.57, 0.70], [0.01, -1.52, 1.60], [0.13, 0.19, 1.94], [-1.98, -0.29, -1.04], [1.36, 0.68, -0.74], [-1.22, -0.78, -0.87], [-1.28, 1.11, 0.38]], "mulliken_charge": [-0.48, -0.47, 0.64, 0.38, 0.27, 0.33, 0.31, 0.26, 0.31, -0.54, -0.41, -0.60], "homo_lumo_gap_ev": 10.432, "homo_ev": -10.011, "smiles": "O=C(O)CCO", "spin_multiplicity": 1}

## 4
{"formula": "C3H6O3", "method": "ωB97M-V/def2-TZVPD", "symbols": ["O", "C", "C", "H", "H", "H", "H", "O", "C", "O", "H", "H"], "positions_angstrom": [[-0.14, -1.30, 0.95], [-1.17, -1.77, 0.55], [-1.51, -1.94, -0.91], [-1.99, -1.98, 1.25], [-1.05, -2.87, -1.26], [-2.60, -1.95, -0.93], [-1.16, -1.15, -1.57], [1.85, 2.47, 0.11], [0.76, 2.01, 0.01], [0.50, 0.81, -0.57], [-0.10, 2.63, 0.32], [0.26, 0.20, 0.16]], "mulliken_charge": [-0.58, 0.13, -0.78, 0.36, 0.26, 0.29, 0.30, -0.41, 0.17, -0.38, 0.32, 0.32], "homo_lumo_gap_ev": 10.864, "homo_ev": -10.444, "smiles": "CC=O.O=CO", "spin_multiplicity": 1}

The energy of each structure relative to the most stable one, in hartree, is as follows: 1 0.0027; 2 0.1256; 3 0.0663; 4 0.0000.